Entry from OMol25: a structure of composition C13H20Al2Br4Cl7F6N2O9PS3 (the ωB97M-V functional and the def2-TZVPD basis).

## Properties
LUMO level (eV): -6.772

Cartesian coordinates (Å):
1 Cl 5.041383 -8.834737 0.408985
2 Br 5.957725 -2.864098 -1.802871
3 C -1.262648 9.815108 2.308772
4 C 6.815703 -6.799847 -0.516432
5 C 0.419459 7.757197 2.661909
6 Cl 1.790994 -0.385773 1.331407
7 Cl -1.962795 -4.896481 2.376660
8 S -1.133297 8.087889 1.801289
9 H 0.273130 7.879035 3.736650
10 H -4.283356 0.714044 0.961719
11 H -1.353982 9.869691 3.395077
12 C -10.035612 2.033094 1.391552
13 N -3.901216 5.310502 1.154929
14 C -4.428998 3.357165 -1.478840
15 C -6.475292 2.832698 0.799656
16 Br 6.595225 0.264837 -2.147913
17 S 8.068027 -6.604901 -1.838462
18 O 9.222534 -6.054166 -1.160687
19 Cl 1.768486 -3.285987 1.345710
20 C -3.344016 1.185674 0.467441
21 F 9.681918 -10.819440 -4.438381
22 C -5.165176 3.470212 1.462908
23 H -5.144471 2.489747 -1.715801
24 C 8.924751 -10.228100 -3.499044
25 F 7.642355 -10.551035 -3.775598
26 Br -4.651031 7.288698 2.018128
27 O -0.844705 8.071601 0.335689
28 H 7.019930 -1.640145 -3.688551
29 Al -3.153868 -4.175862 -0.067099
30 F 7.237444 -7.619052 0.461529
31 Al -3.511694 -0.955569 2.606298
32 H 0.718310 6.729524 2.452340
33 H -2.206118 -0.247256 1.764232
34 F 5.634397 -7.341948 -1.000211
35 F 9.217022 -10.834168 -2.327939
36 P -3.723027 3.035280 0.274288
37 H -10.598823 1.910335 0.395011
38 H -10.086305 3.095909 1.792248
39 H -3.181829 0.772145 -0.591327
40 H -2.207903 1.559686 2.351003
41 Cl -4.096355 -1.790490 -0.378869
42 C -8.485511 1.621305 1.170770
43 C 1.286274 -1.838229 0.440347
44 H 1.194538 8.439400 2.308172
45 Cl -0.481154 -1.826717 0.243009
46 Br 4.625771 -1.216030 -4.210275
47 H -4.973140 4.365069 -1.395876
48 C 6.170757 -1.397839 -3.052122
49 N 8.151412 -8.134879 -2.239323
50 H -6.121494 1.908429 0.205691
51 F 6.487665 -5.641769 0.073498
52 H -7.080080 3.552959 0.149814
53 C -2.111848 0.878494 1.441895
54 O -8.305598 0.621408 0.421587
55 H -3.589628 3.362737 -2.250068
56 S 9.178609 -8.420719 -3.421834
57 H -10.490752 1.268102 2.102111
58 O -3.366314 5.799303 2.178663
59 H -0.382236 10.368461 1.977070
60 O 10.582838 -8.262700 -3.101871
61 O -5.200757 4.934837 1.426070
62 H -1.090198 0.978574 0.934899
63 O -7.412894 2.310144 1.809721
64 Cl 2.058990 -1.852582 -1.156381
65 O 8.791471 -7.941739 -4.733535
66 O 7.441196 -5.720764 -2.798994
67 H -2.154193 10.243730 1.849557

Atoms 1-3, force components in eV/Å:
-0.8986 -0.4685 0.0016
-0.0088 0.3930 -0.2333
0.0641 0.1195 -0.0042

List of Mulliken charges in e, atom by atom: Cl 0.159; Br 0.050; C -0.998; C 0.842; C -1.020; Cl -0.121; Cl -0.553; S 0.723; H 0.341; H 0.143; H 0.343; C -0.850; N 0.295; C -1.004; C -0.417; Br -0.021; S 0.947; O -0.592; Cl -0.072; C -0.322; F -0.205; C -0.228; H 0.338; C 0.668; F -0.234; Br 0.068; O -0.665; H 0.355; Al 0.451; F -0.251; Al 0.409; H 0.309; H 0.209; F -0.234; F -0.234; P 0.132; H 0.300; H 0.278; H 0.321; H 0.411; Cl -0.401; C 0.668; C 0.222; H 0.339; Cl 0.068; Br -0.035; H 0.315; C -0.360; N -0.219; H 0.228; F -0.187; H 0.355; C -0.581; O -0.540; H 0.364; S 0.981; H 0.275; O -0.352; H 0.358; O -0.610; O -0.007; H 0.307; O -0.354; Cl -0.045; O -0.600; O -0.555; H 0.300